# 1
Formula: C6H11NO2
Source: the Open Molecules 2025 dataset
Level of theory: ωB97M-V/def2-TZVPD

The geometry in XYZ format:
```
20
Properties=species:S:1:pos:R:3:forces:R:3
C 1.41737 -1.19218 -0.96371 -0.060 0.014 0.325
C 1.27267 -0.70652 0.27558 -0.245 -0.647 -0.623
N 2.26698 -0.66674 1.24020 -0.101 -0.111 0.369
C -0.00636 -0.09784 0.77989 1.327 3.279 3.514
O -0.28325 -0.17650 1.99805 -0.017 -1.321 -1.633
C -0.62957 1.06512 0.08081 -0.919 -3.212 -0.575
C 0.24518 2.02237 -0.65411 -0.332 -0.485 -0.780
O -1.25531 -0.24293 -0.72446 0.227 1.936 -0.455
C -2.48353 -0.75846 -0.24173 -0.117 0.410 0.244
H 2.28822 -1.77072 -1.23198 0.261 0.206 -0.126
H 0.64236 -1.05145 -1.69565 -0.118 -0.247 0.024
H 1.90316 -0.62651 2.18459 0.026 -0.097 -0.125
H 3.01788 -1.33026 1.12705 -0.036 0.037 -0.052
H -1.44435 1.49056 0.67534 0.225 -0.123 -0.210
H 0.87295 2.53427 0.07517 -0.190 0.130 0.157
H 0.92953 1.50105 -1.31923 -0.044 -0.078 -0.058
H -0.34397 2.72711 -1.23110 0.037 0.254 0.002
H -3.27381 -0.00129 -0.28406 0.011 -0.101 -0.025
H -2.75094 -1.60345 -0.87871 0.087 0.115 -0.020
H -2.38521 -1.11565 0.78806 -0.021 0.043 0.046
```
Forces are in eV/Å.

Summary:
- SMILES string = C=C(N)C(=O)[C@@H](C)OC
- 2S+1 = 1
- ΔE to the lowest compared entry with this formula, charge and spin (kcal per mole) = 78.7
- net charge = 0
- HOMO-LUMO gap (eV) = 9.316
- total energy (eV) = -11982.8569

# 2
Formula: CH3FOS
Source: the Open Molecules 2025 dataset
Level of theory: ωB97M-V/def2-TZVPD

The geometry in XYZ format:
```
7
Properties=species:S:1:pos:R:3:forces:R:3
C 1.47041 0.32241 0.51520 0.483 -0.589 -1.041
O -0.38726 0.27259 -1.14302 -0.258 0.329 -1.059
F -3.04670 -0.87879 -0.04180 -0.798 -0.493 0.377
S 1.07734 0.12181 -1.05723 -0.824 -0.010 2.654
H 2.41509 -0.13333 0.78585 0.311 0.564 0.098
H -2.32819 -0.41142 -0.35174 1.007 0.554 -0.459
H 0.79931 0.70673 1.29273 0.078 -0.355 -0.570
```
Forces are in eV/Å.

Summary:
- 2S+1 = 1
- ΔE to the lowest compared entry with this formula, charge and spin (kcal per mole) = 26.7
- net charge = 0
- HOMO-LUMO gap (eV) = 9.308
- total energy (eV) = -16684.3274

# 3
Formula: C16H30BBeFN2O12Pb
Source: the Open Molecules 2025 dataset
Level of theory: ωB97M-V/def2-TZVPD

The geometry in XYZ format:
```
64
Properties=species:S:1:pos:R:3:forces:R:3
Be -2.05722 -3.27449 5.14036 0.324 0.572 -1.065
Pb -0.28854 -0.86361 -0.74412 -0.059 -0.522 -0.509
O 1.95033 7.06244 6.33939 -0.015 -2.758 0.236
C 2.03843 5.85145 6.20597 -0.355 4.172 -1.369
O 1.35803 5.11432 5.38109 -0.844 -0.731 -0.383
B 1.76232 3.69172 5.38264 1.204 0.377 0.775
O 2.97876 3.72468 6.30181 -0.403 2.061 -0.155
C 3.18554 5.01297 6.72837 4.473 -2.516 3.921
O 4.11264 5.35298 7.50225 -3.904 -1.075 -3.435
O 2.14039 3.16025 4.01507 -1.716 -0.612 1.944
C 1.35016 2.10287 3.81384 0.416 -0.252 -2.873
O 1.27029 1.54638 2.72526 -0.120 0.457 2.272
C 0.44808 1.79718 5.09083 -1.316 0.062 0.852
O 0.68411 2.83345 5.94462 0.246 -1.535 -1.728
O -0.37460 0.89775 5.21015 2.205 2.114 -0.203
F -1.36297 -2.26414 2.12944 -0.064 -0.167 0.364
C -3.12759 1.50281 0.99033 -1.162 0.341 0.810
O -2.19465 1.68776 -0.03333 0.431 -2.179 -1.331
C -1.90698 3.04106 -0.37234 1.661 -0.384 1.412
C -1.13683 3.12965 -1.74158 -2.088 -0.804 1.846
N -0.02492 2.16692 -1.86527 -0.732 0.215 -0.924
C 0.15411 2.03325 -3.32615 1.567 -0.040 -0.690
C 1.33544 1.16835 -3.71997 -1.001 -0.930 1.531
O 0.95789 -0.13816 -3.24114 -1.039 0.221 -0.858
C 1.73227 -1.15373 -3.80185 0.236 -1.866 0.562
H -3.33476 0.45915 1.22686 0.419 -0.252 -0.599
H -4.08698 1.94934 0.72903 -0.164 0.111 -0.182
H -2.86975 1.92295 1.96249 0.593 0.396 -0.048
H -1.25333 3.25449 0.47340 0.054 1.356 -0.031
H -2.87043 3.54586 -0.30132 0.337 0.720 -0.491
H -0.76458 4.11908 -2.00722 -0.573 0.190 0.222
H -2.00336 2.82971 -2.33087 0.621 0.013 -1.152
H 0.77302 2.67672 -1.51385 0.455 -0.196 0.254
H 0.40820 2.91859 -3.90900 -0.522 1.046 0.618
H -0.76958 1.65790 -3.76662 0.155 -0.291 0.052
H 2.27796 1.31482 -3.19242 0.114 1.062 -0.169
H 1.49287 1.21880 -4.79736 -0.094 -0.377 -0.021
H 2.44448 -1.37375 -3.00658 0.663 -0.637 -0.619
H 2.18035 -1.03473 -4.78834 0.212 1.004 0.197
H 1.08897 -2.01155 -3.99784 -0.136 -0.253 0.460
C 3.21639 -2.37020 0.23303 -0.778 -0.348 0.652
O 1.88566 -2.77328 -0.25515 1.021 -0.989 0.234
C 1.74431 -4.25609 -0.18625 -0.584 1.186 0.561
C 0.74279 -4.78333 -1.19908 1.010 0.540 -1.198
N -0.46484 -3.98990 -1.19788 -0.562 1.418 0.372
C -1.40447 -4.18486 -2.34083 1.507 -0.902 0.314
C -2.63767 -3.36716 -2.22187 0.565 1.878 1.228
O -2.39129 -1.95694 -2.63828 0.451 -0.430 -0.067
C -3.54409 -1.11330 -2.48174 -0.797 -0.438 -0.563
H 4.01741 -2.84303 -0.33521 -0.112 0.802 -0.816
H 3.49497 -2.70587 1.23193 -0.908 -0.528 0.434
H 3.16461 -1.29388 0.39721 0.472 0.055 -0.908
H 1.35170 -4.47170 0.80747 0.114 0.036 0.234
H 2.72223 -4.73074 -0.26683 -0.031 0.082 -0.263
H 0.52966 -5.82732 -0.96940 0.131 -0.221 -0.030
H 1.16113 -4.72765 -2.20407 0.191 -0.156 -0.057
H -0.87501 -4.28546 -0.32352 -0.991 0.437 0.156
H -1.64967 -5.24689 -2.34928 -0.401 -0.111 -0.328
H -0.85756 -3.97448 -3.25992 -0.010 0.054 -0.069
H -2.74922 -3.20309 -1.15008 -0.972 -0.735 0.244
H -3.48641 -3.86185 -2.69413 -0.087 0.569 -0.157
H -4.42192 -1.75942 -2.48824 -0.161 0.171 0.421
H -3.71433 -0.45077 -3.33038 0.636 -0.147 -0.310
H -3.53212 -0.45416 -1.61370 0.219 -0.340 0.422
```
Forces are in eV/Å.

Summary:
- 2S+1 = 1
- ΔE to the lowest compared entry with this formula, charge and spin (kcal per mole) = 303.3
- net charge = +2
- HOMO-LUMO gap (eV) = 1.553
- total energy (eV) = -53647.6423

# 4
Formula: C8H16OS
Source: the Open Molecules 2025 dataset
Level of theory: ωB97M-V/def2-TZVPD

The geometry in XYZ format:
```
26
Properties=species:S:1:pos:R:3:forces:R:3
C -0.68096 -1.12810 -1.45161 0.624 -2.562 0.313
C -1.80288 -0.38819 -2.09488 -0.142 0.593 3.174
C 2.52803 2.31798 -0.31344 0.636 1.228 0.895
C -2.10137 -1.70905 1.30104 1.369 0.981 4.576
C 1.53624 1.76837 0.69680 -1.198 1.878 1.062
C 0.86141 0.49240 0.26137 -2.242 1.961 -1.086
C -0.20604 0.06874 1.31692 2.008 -0.432 -0.140
C -0.67310 -1.35975 1.06374 -1.743 3.264 -2.933
O 1.15738 -2.78234 -1.00741 1.109 -0.830 0.114
S 0.42386 -2.19766 -2.14825 -2.631 2.475 1.716
H -1.90699 -0.48246 -3.08495 0.693 -0.186 -4.341
H -2.82793 -0.83727 -1.90155 0.986 0.934 1.180
H -1.62314 0.70614 -1.86591 -1.043 -1.076 -0.023
H 2.04828 2.71826 -1.18681 -0.340 0.593 -0.362
H 3.12469 1.49462 -0.72615 0.323 0.226 0.504
H 3.16683 3.14131 0.21809 -0.906 -1.560 -1.351
H -2.63494 -0.80290 1.65532 -0.089 -0.568 -0.901
H -2.51377 -2.26324 0.55687 -1.430 -1.222 -2.312
H -2.17507 -2.38582 2.22712 0.323 0.632 -1.047
H 2.10027 1.69703 1.59765 0.637 -1.009 0.930
H 0.74380 2.54211 1.15325 1.289 -1.203 -1.747
H 0.28759 0.74789 -0.73454 1.068 -0.562 1.825
H 1.57268 -0.25169 0.00493 0.552 -0.968 0.003
H 0.46056 0.02714 2.24887 -1.313 0.230 -0.585
H -0.92913 0.94250 1.32533 0.320 -1.616 0.455
H 0.06369 -2.07603 0.88820 1.139 -1.202 0.081
```
Forces are in eV/Å.

Summary:
- 2S+1 = 1
- ΔE to the lowest compared entry with this formula, charge and spin (kcal per mole) = 144.5
- net charge = 0
- HOMO-LUMO gap (eV) = 7.979
- total energy (eV) = -21432.2932

# 5
Formula: C3H6N2O
Source: the Open Molecules 2025 dataset
Level of theory: ωB97M-V/def2-TZVPD

The geometry in XYZ format:
```
12
Properties=species:S:1:pos:R:3:forces:R:3
H 1.16420 0.08543 1.60998 -1.014 -0.366 -1.026
N 1.65287 -0.39366 0.86166 2.351 0.527 -0.042
C 1.95902 0.18110 -0.22936 -0.664 -0.270 2.016
O 3.16064 0.02752 -0.78041 0.288 -0.284 -1.115
H 1.32958 0.83942 -0.83018 0.091 0.268 0.010
H 3.74414 -0.43481 -0.15890 -0.377 -0.103 0.120
C -2.45746 -0.21059 -0.43781 0.754 -0.541 0.489
C -1.27501 0.09390 0.48888 -2.794 1.199 -0.393
N -0.87707 0.69630 1.38910 0.358 -0.564 -0.398
H -3.07019 -0.96420 0.05524 0.198 -0.197 0.006
H -3.11776 0.65069 -0.53234 0.491 0.298 0.131
H -2.21296 -0.57111 -1.43586 0.318 0.032 0.202
```
Forces are in eV/Å.

Summary:
- SMILES string = [H]/N=C/O.CC#N
- 2S+1 = 1
- ΔE to the lowest compared entry with this formula, charge and spin (kcal per mole) = 59.0
- net charge = 0
- HOMO-LUMO gap (eV) = 9.541
- total energy (eV) = -8234.1393

# 6
Formula: C6H7N
Source: the Open Molecules 2025 dataset
Level of theory: ωB97M-V/def2-TZVPD

The geometry in XYZ format:
```
14
Properties=species:S:1:pos:R:3:forces:R:3
C 1.61691 -0.93815 0.24774 0.574 0.151 0.139
C 0.77142 -0.37332 -0.84557 -0.395 -0.376 -0.157
C -1.27147 0.87585 0.30581 -1.491 0.876 0.674
C 1.98465 0.27248 0.69690 0.363 -0.374 -0.356
C 1.18757 0.99389 -0.36457 0.371 0.311 0.360
C -2.37356 -0.13109 0.20510 0.309 0.001 -0.009
N -0.15958 0.56939 -0.17229 0.231 -0.290 -0.498
H 1.75504 -1.94594 0.59036 -0.042 -0.188 0.189
H 0.53075 -0.73540 -1.82727 0.120 0.044 -0.225
H 2.51253 0.63394 1.55589 0.085 0.051 0.291
H 1.41814 1.90680 -0.88405 -0.015 0.009 -0.249
H -2.01849 -1.15212 0.37185 0.024 -0.162 -0.014
H -2.79634 -0.08412 -0.80004 -0.098 0.031 -0.060
H -3.15757 0.10778 0.92014 -0.037 -0.085 -0.083
```
Forces are in eV/Å.

Summary:
- 2S+1 = 1
- ΔE to the lowest compared entry with this formula, charge and spin (kcal per mole) = 135.6
- net charge = 0
- HOMO-LUMO gap (eV) = 8.512
- total energy (eV) = -7819.7673

# 7
Formula: C5H7N
Source: the Open Molecules 2025 dataset
Level of theory: ωB97M-V/def2-TZVPD

The geometry in XYZ format:
```
13
Properties=species:S:1:pos:R:3:forces:R:3
C -1.27549 1.24924 -1.78823 0.210 -0.219 0.312
C -0.67699 0.66905 -0.91835 -0.227 0.228 -0.321
C 0.08501 -0.01783 0.11152 0.065 -0.016 -0.150
C 1.53907 -0.27057 -0.22479 0.021 -0.016 0.025
C -0.65968 -0.95347 0.99640 -0.157 -0.284 -0.033
N -0.18877 0.32408 1.51427 -0.009 0.235 0.092
H -1.80643 1.75379 -2.56491 0.082 -0.076 0.146
H 2.04195 0.67119 -0.46650 -0.067 -0.139 0.027
H 1.62515 -0.94578 -1.08307 -0.009 0.123 0.128
H 2.03814 -0.71830 0.63937 -0.087 0.049 -0.129
H -1.72323 -1.08232 0.81093 0.157 0.027 0.016
H -0.14731 -1.83236 1.38387 -0.048 0.174 -0.069
H -0.95300 0.99135 1.57594 0.069 -0.086 -0.047
```
Forces are in eV/Å.

Summary:
- SMILES string = C#C[C@]1(C)CN1
- 2S+1 = 1
- ΔE to the lowest compared entry with this formula, charge and spin (kcal per mole) = 64.5
- net charge = 0
- HOMO-LUMO gap (eV) = 10.416
- total energy (eV) = -6785.7175

# 8
Formula: C16H34N3S
Source: the Open Molecules 2025 dataset
Level of theory: ωB97M-V/def2-TZVPD

The geometry in XYZ format:
```
54
Properties=species:S:1:pos:R:3:forces:R:3
C 3.27215 -5.91237 3.46018 0.147 0.202 -0.007
C 4.09988 -4.81425 2.80308 -0.036 -0.162 -0.186
C 3.61555 -4.45099 1.39909 -0.065 0.174 0.337
C 2.24815 -3.77062 1.39032 0.291 -0.107 -0.364
C 1.83703 -3.34999 -0.01953 -0.291 0.093 0.380
C 0.46972 -2.66854 -0.02782 0.070 -0.132 -0.299
C -0.06449 -2.38172 -1.43280 0.164 0.153 0.140
C 0.79637 -1.38464 -2.21828 -0.356 -0.456 -0.080
N 0.91616 -0.10371 -1.55272 0.067 -0.009 0.008
C 0.06454 0.91838 -1.59317 0.018 -0.142 0.099
S 0.45621 2.30975 -0.73677 0.622 0.466 0.259
N -1.08539 0.80948 -2.29417 0.407 -0.581 -0.204
C -1.87246 1.93700 -2.74736 -0.229 0.324 0.238
C -2.92064 2.38651 -1.71770 -0.103 -0.348 -0.481
N -2.33600 3.30507 -0.71990 0.270 -0.115 0.069
C -2.94737 3.19072 0.61936 -0.019 -0.118 0.716
C -2.15857 4.02241 1.62350 -0.205 0.197 -0.086
C -2.12084 5.48401 1.19155 0.247 -0.105 -0.001
C -1.54090 5.57741 -0.21526 -0.252 0.023 0.109
C -2.35008 4.71179 -1.17230 0.295 0.634 -0.175
H 3.71216 -6.19287 4.41384 -0.038 -0.084 0.100
H 3.24036 -6.79575 2.82628 -0.039 -0.135 -0.042
H 2.25310 -5.58190 3.64458 -0.135 -0.038 0.045
H 5.13624 -5.15095 2.73273 0.035 0.073 0.063
H 4.08571 -3.92145 3.43250 0.092 0.049 0.013
H 4.34620 -3.77966 0.94004 0.009 -0.016 -0.095
H 3.57139 -5.35626 0.78950 0.043 -0.038 -0.093
H 1.49634 -4.45189 1.79026 -0.094 0.023 0.072
H 2.27918 -2.89048 2.03762 -0.051 0.030 0.085
H 1.80224 -4.23360 -0.66037 0.060 -0.031 -0.109
H 2.60037 -2.67887 -0.42011 0.102 -0.012 -0.089
H -0.24572 -3.32134 0.47580 -0.027 0.053 0.078
H 0.51813 -1.73970 0.54617 -0.060 0.015 0.094
H -0.10227 -3.31151 -2.00176 -0.081 -0.032 -0.061
H -1.08517 -1.99874 -1.34959 -0.065 -0.024 -0.086
H 1.80408 -1.78410 -2.33343 -0.051 0.094 -0.101
H 0.38581 -1.23709 -3.22234 0.145 0.006 0.010
H 1.70167 0.01150 -0.92784 -0.153 0.161 -0.059
H -1.25644 -0.07268 -2.75241 -0.009 0.035 -0.022
H -1.20415 2.77169 -2.98427 -0.072 -0.121 -0.088
H -2.38408 1.63929 -3.66302 0.040 0.016 0.073
H -3.30902 1.50446 -1.20439 0.011 0.123 0.009
H -3.75179 2.88418 -2.22154 0.026 0.054 0.104
H -1.27001 3.00714 -0.63219 -0.700 0.135 -0.049
H -2.93887 2.14058 0.91703 -0.018 0.015 -0.163
H -3.98404 3.53475 0.56501 0.007 -0.069 -0.099
H -2.62287 3.92606 2.60414 0.011 -0.099 0.011
H -1.14081 3.63409 1.69267 0.028 -0.077 0.061
H -1.51081 6.06022 1.88476 -0.040 0.064 0.038
H -3.12891 5.90220 1.20620 -0.061 0.061 0.027
H -1.55862 6.60763 -0.56834 0.047 -0.015 -0.091
H -0.50270 5.24089 -0.21040 0.070 0.044 -0.057
H -1.92751 4.76365 -2.17655 -0.063 -0.118 -0.001
H -3.38816 5.05482 -1.20990 -0.007 -0.131 -0.050
```
Forces are in eV/Å.

Summary:
- SMILES string = CCCCCCCCNC(=S)NCC[NH+]1CCCCC1
- 2S+1 = 1
- ΔE to the lowest compared entry with this formula, charge and spin (kcal per mole) = 1.4
- net charge = +1
- HOMO-LUMO gap (eV) = 9.846
- total energy (eV) = -32444.9856